Entry 1:
Below is an isolated ion of composition HN6O and charge -1 at a distorted geometry, with properties calculated with ωB97M-V with the def2-TZVPD basis set.

Structure (XYZ):
```
8
Properties=species:S:1:pos:R:3
N 0.632 1.055 2.526
N 0.135 1.096 1.489
N -0.478 1.339 0.503
N -0.780 0.695 -0.596
N -0.261 -0.438 -0.942
N 0.620 -1.029 -0.199
O -0.788 -0.893 -2.032
H 0.919 -1.824 -0.747
```

## Properties
* relative energy (zero: lowest compared OMol25 entry of this formula, charge and spin): 2.253 eV
* total charge: -1
* gap between HOMO and LUMO: 8.3 eV
* energy: -404.2142 Eh
* LUMO energy: 5.2 eV

Atomic partial charges in e from the Mulliken method, atoms 1 to 5:
1 N -0.66
2 N 0.69
3 N -0.11
4 N -0.68
5 N 1.18


Entry 2:
Below is a 2-piece molecular cluster, C3H9NS overall at a distorted geometry, with properties calculated with ωB97M-V with the def2-TZVPD basis set.

Structure (XYZ):
```
14
Properties=species:S:1:pos:R:3
C 2.078 -0.643 -0.028
C -0.002 0.472 0.205
C -1.508 0.641 -0.363
H 2.435 0.436 -0.559
H 2.553 -1.575 -0.344
H 2.167 -0.536 1.142
H 0.147 -1.328 -0.349
H 0.093 0.219 1.320
H 0.451 1.544 -0.023
H -2.079 1.447 -0.169
H -1.305 0.897 -1.404
H -3.508 -0.128 1.177
N 0.705 -0.563 -0.490
S -2.228 -0.882 -0.115
```

## Properties
* relative energy (zero: lowest compared OMol25 entry of this formula, charge and spin): 4.328 eV
* total charge: 0
* gap between HOMO and LUMO: 8.0 eV
* energy: -572.4810 Eh
* LUMO energy: -0.8 eV

Atomic partial charges in e from the Mulliken method, atoms 1 to 5:
1 C -0.70
2 C -0.54
3 C -0.77
4 H 0.23
5 H 0.34


Entry 3:
Below is a 2-piece molecular cluster, C14H7Cl3NO4S overall at a distorted geometry, with properties calculated with ωB97M-V with the def2-TZVPD basis set.

Structure (XYZ):
```
30
Properties=species:S:1:pos:R:3
Cl -1.604 -5.529 2.200
C -0.492 -4.272 2.507
C 0.782 -4.303 2.036
C 1.768 -3.245 2.332
O 2.978 -3.416 2.324
C 1.124 -1.965 2.823
Cl 2.225 -0.656 3.097
C 0.008 -2.056 3.576
C -1.025 -3.060 3.266
O -2.231 -2.882 3.450
H 1.156 -5.202 1.551
H -0.227 -1.281 4.301
N -0.486 6.342 -4.342
C -0.445 5.340 -3.738
C -0.397 4.102 -2.993
C -1.203 3.914 -1.867
C -1.216 2.693 -1.180
C -0.420 1.630 -1.644
S -0.613 -0.086 -1.012
C 0.536 -0.521 0.275
Cl 1.988 -1.220 -0.257
O -1.939 -0.082 -0.436
O -0.289 -0.952 -2.123
C 0.480 1.851 -2.692
C 0.476 3.076 -3.367
H -1.865 4.724 -1.563
H -1.902 2.573 -0.340
H 0.577 0.213 1.093
H 1.132 1.053 -3.048
H 1.125 3.218 -4.229
```

## Properties
* relative energy (zero: lowest compared OMol25 entry of this formula, charge and spin): 1.367 eV
* total charge: -1
* gap between HOMO and LUMO: 4.5 eV
* energy: -2672.1324 Eh
* LUMO energy: 0.8 eV

Atomic partial charges in e from the Mulliken method, atoms 1 to 5:
1 Cl -0.18
2 C 0.41
3 C -0.53
4 C 0.42
5 O -0.57


Entry 4:
Below is CH4N2OS2 in the gas phase at a distorted geometry, with properties calculated with ωB97M-V with the def2-TZVPD basis set.

Structure (XYZ):
```
10
Properties=species:S:1:pos:R:3
O -0.787 -1.120 -1.347
C -0.377 -0.360 -0.485
N -1.219 0.610 0.038
S -0.876 1.741 1.245
N 0.896 -0.370 0.024
S 2.052 -1.528 -0.423
H -2.126 0.644 -0.394
H -1.219 1.026 2.341
H 1.212 0.380 0.624
H 2.444 -1.023 -1.622
```

## Properties
* relative energy (zero: lowest compared OMol25 entry of this formula, charge and spin): 0.000 eV
* total charge: 0
* gap between HOMO and LUMO: 10.2 eV
* energy: -1021.6276 Eh
* LUMO energy: 0.5 eV

Atomic partial charges in e from the Mulliken method, atoms 1 to 5:
1 O -0.59
2 C 0.70
3 N -0.25
4 S -0.22
5 N -0.29


Entry 5:
Below is a 11-piece molecular cluster, C3H29N3O10 overall at a distorted geometry, with properties calculated with ωB97M-V with the def2-TZVPD basis set.

Structure (XYZ):
```
45
Properties=species:S:1:pos:R:3
H -1.347 1.842 -3.519
N -0.847 1.215 -2.906
C -0.898 1.251 -1.646
N -1.664 2.114 -0.801
N 0.056 0.611 -0.848
C -0.207 -0.016 0.452
C 1.102 0.012 1.360
H -1.703 1.999 0.095
H -2.704 2.257 -1.036
H 0.763 -0.037 -1.405
H -1.065 0.375 0.974
H -0.567 -1.087 0.127
H 1.848 0.550 0.837
H 0.810 0.280 2.381
H 1.474 -1.059 1.292
O -2.828 -0.664 -0.075
H -2.779 -1.659 0.120
H -3.209 -0.639 -0.998
O 1.792 3.299 -0.092
H 1.431 4.259 -0.109
H 1.145 2.808 -0.576
O 3.040 1.075 -1.793
H 2.683 1.079 -0.949
H 3.585 1.845 -1.803
O -1.254 -3.180 1.631
H -0.825 -2.855 2.496
H -0.563 -3.268 0.903
O -0.148 2.403 2.960
H -0.424 2.959 2.307
H 0.617 1.970 2.494
O -0.798 -1.718 4.071
H -1.656 -1.770 3.700
H -0.503 -0.763 4.021
O 1.338 -0.173 -3.693
H 1.434 0.793 -3.554
H 0.375 -0.362 -3.807
O 0.929 -3.317 -0.225
H 1.739 -3.857 -0.264
H 1.077 -2.599 -0.861
O 2.674 -1.792 -1.764
H 3.514 -1.375 -1.763
H 2.200 -1.556 -2.642
O -2.784 -0.275 2.530
H -3.582 -0.683 2.168
H -2.241 0.232 1.850
```

## Properties
* relative energy (zero: lowest compared OMol25 entry of this formula, charge and spin): 1.956 eV
* total charge: 0
* gap between HOMO and LUMO: 9.5 eV
* energy: -1048.2930 Eh
* LUMO energy: 0.1 eV

Atomic partial charges in e from the Mulliken method, atoms 1 to 5:
1 H 0.17
2 N -0.67
3 C 0.32
4 N -0.39
5 N 0.50


Entry 6:
Below is C35H52Br2FeGeN4O8P as an isolated structure, with properties calculated with ωB97M-V with the def2-TZVPD basis set.

Structure (XYZ):
```
104
Properties=species:S:1:pos:R:3
Fe 1.318 -0.117 -0.687
O -2.353 -0.788 4.009
C -1.581 -1.855 3.644
C -1.741 -2.997 4.424
C -0.965 -4.112 4.185
C -0.012 -4.110 3.167
C 0.124 -2.987 2.384
C -0.670 -1.854 2.590
C -0.392 -0.638 1.750
O -0.292 -0.882 0.341
N 0.894 -0.133 2.166
N 1.578 0.637 1.287
C 2.381 1.519 1.757
C 3.338 2.228 0.936
Br 3.673 1.326 -0.692
C 4.033 3.330 1.229
C 3.823 4.195 2.395
C 4.915 4.910 2.888
C 4.772 5.733 3.992
C 3.529 5.868 4.597
C 2.427 5.191 4.092
C 2.570 4.359 2.993
H -2.197 -0.021 3.455
H -2.465 -2.975 5.228
H -1.090 -4.988 4.809
H 0.613 -4.977 3.000
H 0.876 -2.954 1.603
H -1.174 0.121 1.869
H 1.029 0.035 3.153
H 2.407 1.720 2.826
H 4.838 3.617 0.560
H 5.885 4.806 2.414
H 5.625 6.274 4.376
H 3.414 6.522 5.451
H 1.454 5.327 4.544
H 1.692 3.890 2.563
Br 5.163 -5.595 -1.251
C 4.048 -4.136 -0.986
C 2.803 -4.080 -1.598
C 2.015 -2.972 -1.391
N 2.388 -1.931 -0.618
C 3.586 -2.022 -0.008
C 4.439 -3.091 -0.163
H 2.451 -4.885 -2.228
H 1.036 -2.913 -1.844
H 3.859 -1.209 0.650
H 5.389 -3.107 0.352
C -5.864 -2.823 -0.335
C -5.337 -1.481 -0.830
C -4.711 -0.644 0.286
C -3.424 -1.245 0.885
Ge -2.061 -1.304 -0.480
C -1.905 -2.905 -1.553
C -1.319 -4.178 -0.921
C -2.279 -4.908 0.017
C -3.433 -5.575 -0.726
H -6.338 -3.387 -1.139
H -6.612 -2.674 0.447
H -5.074 -3.452 0.081
H -6.151 -0.913 -1.281
H -4.610 -1.640 -1.638
H -5.440 -0.525 1.091
H -4.498 0.361 -0.089
H -3.591 -2.243 1.288
H -3.108 -0.625 1.718
H -2.176 -0.024 -1.312
H -1.351 -2.611 -2.445
H -2.928 -3.101 -1.889
H -0.390 -3.942 -0.400
H -1.052 -4.866 -1.730
H -2.658 -4.217 0.777
H -1.724 -5.672 0.562
H -4.057 -4.861 -1.266
H -4.086 -6.115 -0.039
H -3.055 -6.296 -1.454
C 2.486 4.058 -4.412
C 2.242 2.736 -3.740
O 1.077 2.895 -2.859
P 0.438 2.066 -1.699
O -1.086 2.016 -2.076
C -1.602 1.714 -3.415
C -2.660 2.727 -3.759
O 0.456 2.932 -0.381
C -0.104 4.293 -0.301
C 0.992 5.316 -0.446
H 3.297 3.946 -5.133
H 2.772 4.825 -3.692
H 1.599 4.393 -4.948
H 3.089 2.421 -3.140
H 2.002 1.947 -4.450
H -1.991 0.699 -3.368
H -0.773 1.738 -4.122
H -3.385 2.812 -2.949
H -3.189 2.410 -4.658
H -2.225 3.709 -3.946
H -0.583 4.338 0.674
H -0.875 4.393 -1.065
H 1.778 5.156 0.294
H 0.577 6.312 -0.287
H 1.431 5.287 -1.443
O 2.118 -0.196 -2.789
N 1.007 -0.649 -3.187
O 0.726 -0.877 -4.324
O 0.162 -0.829 -2.216
```

## Properties
* total charge: +2
* multiplicity: 6
* expectation value of S²: 8.760
* gap between HOMO and LUMO (alpha / beta): 7.6 / 6.3 eV
* energy: -11015.2639 Eh
* LUMO energy (alpha / beta): -5.8 / -7.1 eV

Atomic partial charges in e from the Mulliken method, atoms 1 to 5:
1 Fe 1.58
2 O -0.66
3 C 0.70
4 C -0.71
5 C -0.61